Molecular formula: C28H34N4ReSi2
Method: DFT, ωB97M-V with the def2-TZVPD basis set

Last column: Löwdin charge in e.
Atoms and positions in Å:
Re 0.1625 0.0773 0.0595  1.179
C 2.8789 0.5544 1.2855  -0.101
N 1.9407 1.2990 0.4234  -0.264
C 1.5598 2.6127 1.0206  -0.067
C 0.0729 2.7992 1.2353  -0.216
C -0.3833 3.9849 1.7787  0.011
C -1.7457 4.2269 1.8467  0.000
C -2.6156 3.2739 1.3426  -0.005
C -2.0965 2.0942 0.8525  -0.123
N -0.7776 1.8309 0.8289  -0.058
C 2.5078 1.4566 -0.9485  -0.091
C 1.4129 1.9129 -1.8673  -0.243
C 1.6064 2.8446 -2.8649  0.021
C 0.5177 3.2744 -3.6117  0.000
C -0.7366 2.7801 -3.3002  -0.001
C -0.8593 1.8396 -2.2949  -0.109
N 0.1957 1.3775 -1.6099  -0.060
C 2.8505 -0.9090 0.9477  -0.241
C 3.9492 -1.7143 1.1410  0.021
C 3.8212 -3.0862 0.9623  0.012
C 2.5884 -3.6031 0.6087  0.006
C 1.5332 -2.7363 0.4078  -0.107
N 1.6477 -1.4002 0.5460  -0.048
H 2.5357 0.6658 2.3169  0.146
H 3.8906 0.9640 1.2252  0.149
H 1.9023 3.4149 0.3633  0.145
H 2.0912 2.7458 1.9635  0.142
H 0.3283 4.7240 2.1227  0.136
H -2.1190 5.1505 2.2676  0.131
H -3.6854 3.4251 1.3370  0.130
H -2.7355 1.3144 0.4712  0.087
H 2.8943 0.4817 -1.2584  0.138
H 3.3380 2.1679 -0.9448  0.147
H 2.5970 3.2415 -3.0405  0.134
H 0.6460 4.0015 -4.4016  0.131
H -1.6210 3.1073 -3.8278  0.130
H -1.8189 1.4269 -2.0270  0.098
H 4.8912 -1.2807 1.4473  0.134
H 4.6713 -3.7381 1.1139  0.134
H 2.4325 -4.6647 0.4824  0.132
H 0.5545 -3.1078 0.1422  0.085
C -0.5238 -1.3723 2.8449  -0.185
Si -1.5799 -1.3124 1.2533  0.504
C -3.2236 -0.6260 1.8628  -0.200
C -1.9091 -3.0096 0.5307  -0.336
C -2.4826 -4.0924 1.1966  -0.074
C -2.7146 -5.2783 0.5169  -0.054
C -2.3931 -5.3851 -0.8364  -0.053
C -1.8370 -4.3070 -1.5082  -0.076
C -1.5863 -3.1157 -0.8283  -0.351
Si -0.8949 -1.5390 -1.5887  0.496
C 0.6352 -1.8806 -2.6658  -0.183
C -2.2168 -0.9696 -2.8124  -0.196
H -1.1944 -1.8002 3.5972  0.051
H -0.2357 -0.3891 3.2295  0.025
H 0.3615 -2.0038 2.8008  0.019
H -3.6213 -1.4059 2.5209  0.047
H -3.9639 -0.4958 1.0701  0.043
H -3.1622 0.2832 2.4590  0.030
H -2.7503 -4.0230 2.2453  0.110
H -3.1500 -6.1229 1.0340  0.114
H -2.5848 -6.3112 -1.3618  0.115
H -1.6042 -4.4036 -2.5632  0.112
H 0.2731 -2.1944 -3.6487  0.046
H 1.2705 -2.6794 -2.2819  0.025
H 1.2662 -1.0039 -2.8367  0.013
H -2.4843 -1.8798 -3.3595  0.046
H -1.8813 -0.2529 -3.5596  0.024
H -3.1380 -0.6134 -2.3457  0.039

Values from the calculation:
maximum force = 0.9 eV Å⁻¹
multiplicity = 2
orbital gap (spin up / spin down) = 0.26043 / 0.26866 hartree
DFT total energy = -1963.2171 Eh
⟨S²⟩ = 0.755
ΔE to the lowest compared entry with this formula, charge and spin = 0.000 eV
charge = +2

---

Molecular formula: C28H34N6O2Pd
Method: DFT, ωB97M-V with the def2-TZVPD basis set

Last column: Löwdin charge in e.
Atoms and positions in Å:
Pd -0.6305 -0.0340 0.2471  0.996
C -5.9701 1.4551 -0.0209  -0.017
O -4.7619 1.3382 0.7285  0.034
C -3.7208 0.6582 0.3162  -0.547
O -2.6838 0.7175 0.9713  -0.027
N -3.8009 -0.0792 -0.8216  0.044
N -2.6477 -0.7219 -1.3151  0.062
H -6.5898 2.1450 0.5492  0.113
H -6.4894 0.4992 -0.1043  0.106
H -5.7809 1.8814 -1.0077  0.107
H -4.6807 -0.1819 -1.3132  0.152
H -2.4591 -0.4056 -2.2678  0.115
H -2.7687 -1.7377 -1.3143  0.103
C 3.2920 0.7581 -2.0566  -0.022
C 3.1563 1.6523 -0.8630  -0.229
C 3.7974 2.8819 -0.8163  -0.026
C 3.6781 3.7132 0.2849  -0.038
C 2.8741 3.3443 1.3530  -0.023
C 2.2106 2.1279 1.3482  -0.214
C 1.3953 1.6699 2.5196  -0.026
C 2.3787 1.2691 0.2461  -0.237
N 1.7063 0.0505 0.2822  0.114
C 2.2786 -1.0966 0.3731  -0.213
C 3.7360 -1.2889 0.5858  0.030
C 1.3847 -2.2618 0.3683  -0.204
C 1.9178 -3.6216 0.6478  0.037
N 0.1457 -2.0227 0.1228  0.049
C -0.8568 -2.9893 0.1056  -0.263
C -1.0103 -3.8242 -1.0192  -0.234
C -0.1861 -3.5662 -2.2416  -0.022
C -1.9351 -4.8562 -0.9470  -0.021
C -2.7090 -5.0353 0.1906  -0.036
C -2.6112 -4.1494 1.2561  -0.019
C -1.6964 -3.1099 1.2321  -0.210
C -1.5501 -2.1492 2.3741  -0.026
H 3.4369 1.3469 -2.9584  0.094
H 2.4138 0.1255 -2.1807  0.072
H 4.1641 0.1139 -1.9463  0.091
H 4.4125 3.1813 -1.6520  0.128
H 4.2055 4.6537 0.3081  0.122
H 2.7856 4.0005 2.2040  0.127
H 1.0808 2.5197 3.1214  0.095
H 1.9984 1.0169 3.1536  0.100
H 0.5057 1.0899 2.1940  0.048
H 4.2502 -0.3330 0.6133  0.100
H 4.1772 -1.9135 -0.1873  0.112
H 3.8958 -1.7945 1.5369  0.111
H 2.4245 -3.6458 1.6097  0.111
H 2.6543 -3.8998 -0.1036  0.111
H 1.1269 -4.3673 0.6530  0.102
H 0.0064 -2.4976 -2.3532  0.073
H -0.6880 -3.9352 -3.1310  0.093
H 0.7771 -4.0727 -2.1862  0.090
H -2.0498 -5.5259 -1.7845  0.125
H -3.3992 -5.8618 0.2443  0.119
H -3.2522 -4.2720 2.1151  0.123
H -2.3943 -2.2324 3.0538  0.097
H -1.5043 -1.1006 2.0111  0.030
H -0.6417 -2.3530 2.9449  0.096
N 1.4169 7.0316 -0.6602  0.226
C 0.9387 5.9934 -0.6766  -0.156
C 0.3800 4.6890 -0.6586  -0.191
C 0.6186 3.7909 -1.6980  0.029
C 0.1474 2.4973 -1.5692  -0.105
N -0.5288 2.0840 -0.5003  -0.009
C -0.8171 2.9592 0.4649  -0.120
C -0.3902 4.2720 0.4274  0.035
H 1.1717 4.0873 -2.5735  0.139
H 0.3151 1.7693 -2.3530  0.124
H -1.4119 2.5983 1.2972  0.112
H -0.6363 4.9532 1.2260  0.139

Values from the calculation:
maximum force = 4.0 eV Å⁻¹
orbital gap (spin up / spin down) = 0.23095 / 0.23264 hartree
DFT total energy = -1693.7110 Eh
charge = +2

---

Molecular formula: C28H34NO5PPrS2
Method: DFT, ωB97M-V with the def2-TZVPD basis set

Last column: Löwdin charge in e.
Atoms and positions in Å:
Pr -0.5631 0.5878 -0.9374  0.695
C -2.4670 2.1128 1.0346  -0.269
C -2.2435 3.4072 0.2550  -0.116
O -1.2939 3.0987 -0.7638  -0.266
C -1.3733 3.8627 -1.9627  -0.130
C -2.3473 3.1917 -2.9149  -0.144
O -1.9661 1.8248 -2.9547  -0.220
C -2.8674 1.0079 -3.6946  -0.148
C -2.3519 -0.4246 -3.6269  -0.167
O -1.9166 -0.7661 -2.3222  -0.313
C -2.9980 -0.8598 -1.1870  -0.200
C -3.3020 1.0803 0.2117  -0.163
O -1.1838 1.5451 1.3400  -0.120
H -3.0003 2.3389 1.9591  0.159
H -0.7064 2.1455 1.9248  0.132
H -1.8298 4.1920 0.8967  0.147
H -3.1894 3.7578 -0.1650  0.143
H -0.3700 3.8445 -2.3904  0.128
H -1.6506 4.8974 -1.7569  0.148
H -2.2846 3.6443 -3.9080  0.147
H -3.3811 3.2767 -2.5577  0.134
H -2.9195 1.3397 -4.7349  0.145
H -3.8691 1.0883 -3.2554  0.130
H -1.4730 -0.5307 -4.2637  0.121
H -3.1221 -1.1177 -3.9742  0.143
H -3.0088 -1.9404 -1.0301  0.128
H -3.9414 -0.5332 -1.6376  0.134
H -4.1853 0.8463 0.8150  0.129
H -3.6731 1.5807 -0.6978  0.115
N -2.5660 -0.1440 -0.0811  -0.221
P 0.6501 -1.0769 1.1023  1.067
C 2.0924 -1.9755 0.4294  -0.344
C 3.2592 -2.2317 1.1460  -0.089
C 4.2647 -2.9997 0.5815  -0.062
C 4.1158 -3.5174 -0.6982  -0.068
C 2.9654 -3.2517 -1.4249  -0.067
C 1.9598 -2.4795 -0.8649  -0.100
C -0.1806 -2.3650 2.0994  -0.341
C 0.5103 -3.0597 3.0922  -0.081
C -0.1345 -4.0378 3.8287  -0.066
C -1.4691 -4.3345 3.5795  -0.071
C -2.1587 -3.6459 2.5951  -0.070
C -1.5191 -2.6580 1.8573  -0.080
C 1.3603 0.0188 2.3810  -0.365
C 0.6892 0.2439 3.5831  -0.094
C 1.1919 1.1565 4.4995  -0.074
C 2.3550 1.8598 4.2193  -0.073
C 3.0204 1.6471 3.0202  -0.063
C 2.5265 0.7328 2.1023  -0.127
H 3.3946 -1.8126 2.1350  0.105
H 5.1695 -3.1963 1.1420  0.111
H 4.9000 -4.1257 -1.1290  0.109
H 2.8582 -3.6515 -2.4250  0.111
H 1.0603 -2.2713 -1.4348  0.086
H 1.5488 -2.8353 3.2958  0.105
H 0.4046 -4.5693 4.6024  0.110
H -1.9682 -5.1016 4.1568  0.109
H -3.2002 -3.8758 2.4095  0.107
H -2.0580 -2.0802 1.1177  0.068
H -0.2257 -0.2929 3.7973  0.113
H 0.6768 1.3091 5.4396  0.109
H 2.7461 2.5713 4.9348  0.108
H 3.9246 2.1979 2.7950  0.113
H 3.0536 0.5598 1.1740  0.088
C 3.8473 1.2837 -4.1070  -0.076
O 3.3787 1.8447 -2.8707  -0.179
C 2.1902 1.5202 -2.4038  -1.192
S 1.1609 0.4518 -3.2193  0.696
S 1.7613 2.2403 -0.9329  0.702
H 4.8161 1.7384 -4.2849  0.099
H 3.1604 1.5129 -4.9197  0.081
H 3.9454 0.2023 -4.0214  0.087

Values from the calculation:
maximum force = 1.5 eV Å⁻¹
multiplicity = 3
orbital gap (spin up / spin down) = 0.33015 / 0.33124 hartree
DFT total energy = -3172.9135 Eh
⟨S²⟩ = 2.003
charge = +1